1.
Molecular formula: C26H52F4N2O19P2SSi2
Method: DFT, ωB97M-V with the def2-TZVPD basis set

Structure (XYZ):
```
108
C26H52F4N2O19P2SSi2 (ωB97M-V with the def2-TZVPD basis set)
H -3.3956 3.6648 1.7710
N -4.0604 2.9262 1.5310
C -3.8741 1.9015 2.2479
C -2.8311 1.7106 3.3070
Si -1.2841 0.9188 2.5952
O -0.6552 1.7942 1.3010
Si -0.2470 3.3688 1.1674
C -0.5221 3.9370 -0.5573
C -0.4674 5.4707 -0.7527
C 0.2152 5.8946 -2.0508
C 1.7171 6.0136 -1.9237
O 1.9852 7.0539 -0.9880
N -1.1817 4.3762 2.2367
C -0.7882 4.9875 3.2049
S -0.2785 5.7843 4.4247
C 1.6225 3.5452 1.6072
F 1.8508 3.3796 2.9460
F 2.0480 4.7999 1.2826
C 2.5119 2.5293 0.8728
F 3.7162 2.4221 1.4694
F 2.7156 2.9752 -0.3918
P 0.0493 0.3051 4.2813
C 1.6985 0.0904 3.4895
O 0.1632 1.6971 5.1863
P -1.5747 -1.1284 1.6734
C -3.1157 -1.7454 2.4182
O -2.0785 -0.7398 0.1372
H -4.5411 1.0529 2.0851
H -2.6517 2.6369 3.8523
H -3.1883 0.9797 4.0390
H 0.1848 3.4307 -1.2203
H -1.5126 3.5722 -0.8410
H 0.0086 5.9836 0.0832
H -1.4951 5.8320 -0.7820
H -0.1692 6.8586 -2.3852
H 0.0002 5.1629 -2.8338
H 2.1548 5.0676 -1.5897
H 2.1540 6.2558 -2.8980
H 2.9135 7.0270 -0.7459
H 2.0509 1.5442 0.8204
H 2.1796 -0.7707 3.9485
H 2.3371 0.9600 3.6228
H 1.5839 -0.1369 2.4308
H 0.9624 1.6913 5.7224
H -3.9989 -1.3832 1.8934
H -3.1601 -1.4187 3.4568
H -3.1114 -2.8330 2.4013
H -1.3042 -0.6093 -0.4176
C -3.2160 -8.4098 4.0391
O -3.2792 -8.7321 2.6452
C -3.1139 -7.6933 1.8304
O -2.9219 -6.5541 2.1712
O -3.1978 -8.1273 0.5745
C -3.0342 -7.1044 -0.4120
H -3.3714 -9.3469 4.5651
H -2.2462 -7.9904 4.2986
H -4.0005 -7.7050 4.3067
H -2.0515 -6.6438 -0.3295
H -3.8041 -6.3424 -0.3053
H -3.1361 -7.5948 -1.3748
C 0.2703 -4.0059 0.5661
O 0.9765 -4.4374 -0.6066
C 2.2942 -4.5201 -0.4515
O 2.9074 -4.2581 0.5514
O 2.8273 -4.9386 -1.5997
C 4.2523 -5.0714 -1.5734
H -0.7817 -3.9775 0.2979
H 0.4175 -4.7123 1.3812
H 0.5962 -3.0170 0.8727
H 4.5548 -5.7985 -0.8226
H 4.7220 -4.1134 -1.3597
H 4.5293 -5.4147 -2.5650
C -5.8762 -13.3740 8.1124
O -5.9665 -13.6877 6.7182
C -5.7952 -12.6450 5.9091
O -5.5784 -11.5120 6.2569
O -5.8997 -13.0662 4.6508
C -5.7479 -12.0297 3.6757
H -6.0358 -14.3139 8.6309
H -4.8936 -12.9721 8.3505
H -6.6411 -12.6526 8.3919
H -4.7691 -11.5631 3.7662
H -6.5235 -11.2754 3.7929
H -5.8429 -12.5122 2.7084
C 5.0785 4.0221 -2.7418
O 4.8528 3.5819 -4.0855
C 4.9139 4.5507 -4.9947
O 5.1253 5.7161 -4.7691
O 4.6935 4.0230 -6.1948
C 4.7221 4.9697 -7.2721
H 4.9823 3.1378 -2.1202
H 6.0742 4.4486 -2.6387
H 4.3326 4.7603 -2.4546
H 5.6994 5.4439 -7.3361
H 3.9564 5.7311 -7.1377
H 4.5254 4.3917 -8.1691
C 1.3133 10.2152 -9.1078
O 2.3778 9.3181 -8.7745
C 2.9269 9.5419 -7.5793
O 2.5986 10.4044 -6.8074
O 3.8949 8.6492 -7.3908
C 4.5745 8.7634 -6.1318
H 0.9752 9.9102 -10.0931
H 0.5029 10.1318 -8.3866
H 1.6721 11.2421 -9.1318
H 3.8801 8.6144 -5.3081
H 5.0517 9.7370 -6.0409
H 5.3161 7.9720 -6.1263
```

The energy above the lowest of the compared OMol25 structures with the same formula, charge and spin is 0.0 kJ/mol. Its SMILES is [H]/N=C\C[Si](O[Si@@](CCCCO)(N=C=S)C(F)(F)C(F)F)(P(C)O)P(C)O.COC(=O)OC.COC(=O)OC.COC(=O)OC.COC(=O)OC.COC(=O)OC.

---

2.
Molecular formula: C26H52INO24P
Method: DFT, ωB97M-V with the def2-TZVPD basis set

Structure (XYZ):
```
105
C26H52INO24P (ωB97M-V with the def2-TZVPD basis set)
C 2.5580 -3.4884 1.6927
C 1.6906 -2.2542 1.1378
I 1.5590 -0.5980 2.6024
C 0.2793 -2.6522 0.5080
C -0.6553 -3.5699 1.4216
N -0.6560 -3.2422 2.8643
P -2.4489 -3.2467 0.8298
O -3.5165 -3.8231 1.7949
C -0.4346 -5.1491 1.2543
O -0.2633 -5.8981 2.2842
O -0.3853 -5.7053 -0.0010
H 2.1911 -4.5137 1.3645
H 2.6849 -3.3738 2.8238
H 3.6234 -3.3804 1.2578
H 2.3070 -1.7992 0.2757
H 0.3810 -3.1887 -0.5096
H -0.2789 -1.6703 0.2669
H 0.1959 -3.5567 3.3410
H -1.4849 -3.6435 3.3402
H -2.5479 -1.8075 0.6703
H -2.5786 -3.7874 -0.4964
C 7.3366 -0.2817 2.4702
O 7.2761 1.1091 2.7818
C 6.0738 1.6687 2.5635
O 5.0966 1.1040 2.1445
O 6.1529 2.9689 2.8945
C 4.9366 3.6918 2.7114
H 8.3488 -0.6268 2.6839
H 6.6398 -0.8468 3.0928
H 7.1305 -0.4487 1.4108
H 4.1460 3.2831 3.3443
H 4.6367 3.6810 1.6611
H 5.1129 4.7267 3.0074
C -4.3419 -1.7608 -5.2992
O -4.3288 -1.9981 -3.8935
C -5.5455 -2.1885 -3.3547
O -6.5947 -2.1725 -3.9503
O -5.3874 -2.3990 -2.0395
C -6.6048 -2.6193 -1.3286
H -3.3096 -1.6220 -5.6229
H -4.7587 -2.6188 -5.8311
H -4.9024 -0.8526 -5.5317
H -7.1122 -3.5117 -1.7005
H -7.2565 -1.7454 -1.4003
H -6.3531 -2.7775 -0.2795
C 6.8923 6.1585 -0.7426
O 6.3958 6.0860 -2.0779
C 5.0781 5.8388 -2.1635
O 4.3200 5.6811 -1.2349
O 4.7476 5.7978 -3.4642
C 3.3655 5.5411 -3.7085
H 7.9621 6.3627 -0.7929
H 6.4113 6.9738 -0.1970
H 6.7460 5.2077 -0.2251
H 2.7449 6.3315 -3.2806
H 3.0782 4.5658 -3.3096
H 3.2148 5.5304 -4.7882
C -7.4611 -9.3119 0.4448
O -6.2895 -9.0034 1.1929
C -5.6301 -7.9108 0.7590
O -5.9537 -7.2148 -0.1740
O -4.5599 -7.7349 1.5409
C -3.7550 -6.5988 1.1951
H -7.9088 -10.2059 0.8809
H -8.1852 -8.4964 0.5083
H -7.2091 -9.5242 -0.5967
H -4.3287 -5.6782 1.2894
H -3.3552 -6.7047 0.1839
H -2.9186 -6.5547 1.8928
C -4.1839 2.7036 4.9076
O -5.1034 1.7564 4.3705
C -4.5424 0.8501 3.5491
O -3.3756 0.7909 3.2537
O -5.5088 0.0263 3.1173
C -5.0533 -0.9969 2.2289
H -4.7435 3.3821 5.5525
H -3.4226 2.2031 5.5099
H -3.7216 3.2879 4.1089
H -4.3282 -1.6449 2.7245
H -4.6257 -0.5590 1.3237
H -5.9156 -1.6004 1.9446
C -0.4187 -2.9245 -3.6580
O 0.1086 -2.5254 -4.9253
C 1.1625 -1.6995 -4.8478
O 1.6707 -1.2905 -3.8339
O 1.5547 -1.4060 -6.1007
C 2.6760 -0.5290 -6.1702
H -1.2638 -3.5881 -3.8425
H 0.3305 -3.4730 -3.0834
H -0.7770 -2.0572 -3.0990
H 3.5493 -0.9813 -5.6952
H 2.4417 0.4336 -5.7105
H 2.9035 -0.3624 -7.2237
C 3.5852 11.1570 2.4563
O 2.6600 10.2152 1.9182
C 3.2147 9.3039 1.1006
O 4.3839 9.2342 0.8072
O 2.2436 8.4873 0.6687
C 2.6945 7.4599 -0.2173
H 3.0287 11.8405 3.0984
H 4.3412 10.6522 3.0617
H 4.0537 11.7367 1.6580
H 3.4121 6.8112 0.2808
H 3.1268 7.8935 -1.1211
H 1.8288 6.8612 -0.5024
```

As for the net charge: -1.

---

The calculation returns the following frontier orbital gap values, one per record and in order: 8.3, 6.4 eV.
The calculation returns the following maximum force values, one per record and in order: 0.9, 5.6 eV/Å.